Entry from the OMol25 dataset: the molecule C4H7FO at a distorted geometry (the ωB97M-V functional and the def2-TZVPD basis).

Its max |F| is 3.387 eV Å⁻¹. The total energy is -331.66122 Ha. The value obtained for the energy above the lowest of the compared OMol25 structures with the same formula, charge and spin is 30.20 kcal/mol. The SMILES is OCC/C=C\F. The value obtained for the HOMO energy is -9.540 eV. The HOMO-LUMO gap comes out at 10.481 eV. As for the net charge: 0.

```
13
C4H7FO, DFT the ωB97M-V functional and the def2-TZVPD basis
C -1.18566 -0.01492 0.08779
C 0.11613 0.00837 0.78398
C 1.24598 -0.47631 -0.08500
C 1.48501 0.03373 -1.33513
H -2.23927 0.80283 1.52154
H -1.15822 0.89542 -0.61253
H -1.32732 -0.88101 -0.57323
H 0.05337 -0.74991 1.66122
H 0.41950 1.02348 1.14087
H 1.93047 -1.26834 0.25793
H 2.34411 -0.27872 -1.88516
O -2.30350 -0.00112 0.96157
F 0.61938 0.90648 -1.92386
```

Atom charges from the Löwdin analysis, given in e for atoms 1 to 8: number 1, C, carries -0.32; number 2, C, carries -0.22; number 3, C, carries -0.09; number 4, C, carries -0.13; number 5, H, carries 0.10; number 6, H, carries 0.13; number 7, H, carries 0.13; number 8, H, carries 0.14

***

Entry from the OMol25 dataset: the molecule C2H4N4O2 at a distorted geometry (the ωB97M-V functional and the def2-TZVPD basis).

Its max |F| is 8.398 eV Å⁻¹. The total energy is -447.91831 Ha. The value obtained for the energy above the lowest of the compared OMol25 structures with the same formula, charge and spin is 115.52 kcal/mol. The SMILES is [H]/N=c1/c(O)n[nH]n1O. The value obtained for the HOMO energy is -8.450 eV. The HOMO-LUMO gap comes out at 8.802 eV. As for the net charge: 0.

```
12
C2H4N4O2, DFT the ωB97M-V functional and the def2-TZVPD basis
C -0.49052 -0.39495 0.94864
C -0.35659 -0.44390 -0.49728
H -0.65724 -2.34606 1.21330
H 1.49668 1.75943 0.52303
H 1.74983 0.52264 -1.92770
H -0.48367 -1.67130 -2.02742
N 0.01700 0.68841 1.45508
N 0.45907 1.58119 0.38024
N 0.16560 0.81626 -0.78226
N -0.39460 -1.59610 -1.00673
O -0.68138 -1.34830 1.71838
O 0.83732 0.89081 -1.82009
```

Atom charges from the Löwdin analysis, given in e for atoms 1 to 8: number 1, C, carries -0.49; number 2, C, carries -0.32; number 3, H, carries 0.24; number 4, H, carries 0.15; number 5, H, carries 0.15; number 6, H, carries 0.07; number 7, N, carries 0.12; number 8, N, carries 0.03

***

Entry from the OMol25 dataset: a structure of composition C37H31N5O6S4Tc (the ωB97M-V functional and the def2-TZVPD basis).

Its max |F| is 0.466 eV Å⁻¹. The total energy is -3827.32446 Ha. The value obtained for the HOMO energy (alpha / beta) is -7.979 / -8.427 eV. The HOMO-LUMO gap (alpha / beta) comes out at 6.809 / 5.407 eV. The multiplicity is 4. As for the net charge: 0.

```
84
C37H31N5O6S4Tc, DFT the ωB97M-V functional and the def2-TZVPD basis
Tc 1.35713 0.81135 -0.90036
C 2.21465 4.08603 2.03699
C 1.59796 3.31444 0.90293
N 2.08559 2.16043 0.54112
N 3.23898 1.76081 1.23309
C 3.91360 0.82333 0.68542
S 3.55638 0.04365 -0.84439
S 5.34878 0.22368 1.54864
C 4.57712 -0.22351 3.14319
C 4.06396 -1.63606 3.22436
C 4.55867 -2.49854 4.19451
C 4.05921 -3.78894 4.32121
C 3.05795 -4.23103 3.47132
C 2.56218 -3.37830 2.49259
C 3.06237 -2.09340 2.37040
C 0.43579 3.91463 0.23751
C -0.04125 5.14954 0.72020
C -1.12894 5.79049 0.17628
C -1.79484 5.20899 -0.90100
C -1.36356 4.00410 -1.40141
C -0.26093 3.34113 -0.84730
O 0.06887 2.18312 -1.41027
H 3.08408 3.58263 2.43399
H 1.46799 4.19909 2.82503
H 2.50045 5.08303 1.70415
H 3.79372 0.51336 3.31975
H 5.35757 -0.06339 3.88710
H 5.34019 -2.15735 4.86400
H 4.45601 -4.44679 5.08356
H 2.66669 -5.23553 3.56767
H 1.77812 -3.71194 1.82362
H 2.65672 -1.44120 1.60759
H 0.45264 5.61757 1.55696
H -1.46217 6.73409 0.58468
H -2.65007 5.70133 -1.34559
H -1.86326 3.53879 -2.24173
O -2.20288 -0.39231 1.24330
S -0.87673 0.14046 1.38993
O -0.68353 1.55939 1.46451
N 0.05769 -0.39059 0.14698
C -0.22897 -1.62995 -0.44484
C -0.93519 -2.68331 0.09020
C -1.13456 -3.87266 -0.63915
C -0.64730 -4.03927 -1.90367
C 0.08654 -2.98580 -2.49171
C 0.63202 -3.04463 -3.79191
C 1.34139 -1.98638 -4.29088
C 1.51900 -0.85328 -3.48526
N 1.00385 -0.75842 -2.27427
C 0.29292 -1.80354 -1.75609
C -0.18463 -0.53423 2.87196
C -0.77197 -1.63078 3.48318
C -0.22421 -2.12600 4.65852
C 0.88191 -1.50936 5.22256
C 1.44206 -0.39063 4.61985
C 0.91449 0.10020 3.43830
H -1.36944 -2.60676 1.07269
H -1.70124 -4.66827 -0.17356
H -0.81066 -4.95366 -2.45775
H 0.48632 -3.94067 -4.38262
H 1.78053 -2.01056 -5.27753
H 2.09885 -0.00463 -3.82752
H -1.66597 -2.06883 3.06069
H -0.67357 -2.98376 5.14084
H 1.30547 -1.89546 6.14047
H 2.29866 0.09364 5.07043
H 1.34171 0.97092 2.95557
N -1.67694 0.57496 -3.07229
C -2.92778 0.58725 -3.53541
C -4.00233 0.88362 -2.64486
C -5.27783 0.88896 -3.11442
C -5.53674 0.61216 -4.47814
C -4.47424 0.28746 -5.35443
C -3.19398 0.27697 -4.90041
S -7.20506 0.55968 -5.06773
O -7.42497 -0.84891 -4.73944
O -7.12191 0.85154 -6.47844
O -7.93370 1.49915 -4.25123
H -0.89756 0.52246 -3.70857
H -1.46855 0.98573 -2.16845
H -3.77585 1.09700 -1.60659
H -6.12030 1.11925 -2.47636
H -4.72045 0.07339 -6.38569
H -2.36270 0.04884 -5.55655
```

Atom charges from the Löwdin analysis, given in e for atoms 1 to 8: number 1, Tc, carries 1.25; number 2, C, carries -0.02; number 3, C, carries -0.23; number 4, N, carries -0.11; number 5, N, carries -0.07; number 6, C, carries -1.08; number 7, S, carries 0.56; number 8, S, carries 0.90

***

Entry from the OMol25 dataset: a cluster of 2 separate species, C2H4FNO in total at a distorted geometry (the ωB97M-V functional and the def2-TZVPD basis).

Its max |F| is 4.379 eV Å⁻¹. The total energy is -308.24964 Ha. The value obtained for the energy above the lowest of the compared OMol25 structures with the same formula, charge and spin is 146.38 kcal/mol. The value obtained for the HOMO energy (alpha / beta) is -11.045 / -11.087 eV. The HOMO-LUMO gap (alpha / beta) comes out at 7.462 / 7.510 eV. As for the net charge: 0.

```
9
C2H4FNO, DFT the ωB97M-V functional and the def2-TZVPD basis
C 0.15404 0.40658 1.37436
C 0.25498 -0.49627 -0.96588
N -0.21299 0.10547 0.19002
O 1.18556 -0.31118 1.63535
F -2.17126 1.03961 -0.45045
H -0.48763 1.00110 1.98045
H -0.43871 -0.19480 -1.78201
H 1.36583 -0.01986 -1.08636
H 0.35017 -1.53065 -0.89547
```

Atom charges from the Löwdin analysis, given in e for atoms 1 to 8: number 1, C, carries -0.27; number 2, C, carries -0.06; number 3, N, carries 0.13; number 4, O, carries 0.05; number 5, F, carries -0.35; number 6, H, carries 0.14; number 7, H, carries 0.12; number 8, H, carries 0.17

***

- Which value of max |F| does entry 1 give?
  3.387 eV Å⁻¹